Record 1
A 12-piece molecular cluster, C41H77N5O7 overall. Source: the Open Molecules 2025 dataset; level of theory: the ωB97M-V functional and the def2-TZVPD basis.

The calculation puts the electronic energy at -2408.79398 hartree. The energy above the lowest of the compared OMol25 structures with the same formula, charge and spin is 57.3 kJ/mol. The SMILES is CC(C)=O.CC(C)=O.CC(C)=O.CC(C)=O.CC(C)=O.CC(C)=O.CC(C)=O.CCCC#N.CCCC#N.CCCC#N.CCCC#N.CCCC#N. The molar mass is 752.1 g mol⁻¹. The value obtained for the HOMO energy is -9.392 eV. The calculation puts the gap between HOMO and LUMO at 9.92 eV.

CARTESIAN COORDINATES (ANGSTROEM)
C  -0.42  -2.23  6.07
C  0.25  -3.07  5.11
O  0.19  -4.30  5.04
C  1.33  -2.37  4.34
H  0.20  -2.26  6.95
H  -1.40  -2.60  6.29
H  -0.35  -1.17  5.83
H  1.80  -1.65  5.03
H  0.86  -1.68  3.61
H  2.05  -3.11  3.82
C  5.12  1.54  0.64
C  4.42  2.72  0.05
O  4.93  3.39  -0.83
C  3.10  3.12  0.69
H  5.23  1.69  1.70
H  6.12  1.39  0.18
H  4.35  0.74  0.45
H  2.94  2.65  1.64
H  2.27  2.82  -0.03
H  3.08  4.18  0.72
C  -0.05  -4.31  1.24
C  -0.79  -5.59  1.30
O  -1.98  -5.73  1.18
C  0.02  -6.82  1.68
H  0.54  -4.17  2.17
H  -0.67  -3.45  1.27
H  0.68  -4.40  0.40
H  -0.41  -7.74  1.22
H  0.15  -6.88  2.74
H  1.03  -6.76  1.34
C  -2.06  2.22  5.46
C  -0.65  1.73  5.54
O  -0.22  1.27  6.60
C  0.11  1.77  4.31
H  -2.49  2.47  6.45
H  -2.68  1.41  5.06
H  -2.17  3.05  4.82
H  -0.07  2.69  3.73
H  -0.25  0.89  3.68
H  1.24  1.63  4.53
C  5.79  -2.20  0.04
C  4.38  -2.50  0.24
O  3.74  -1.85  1.07
C  3.74  -3.67  -0.44
H  6.25  -2.86  -0.71
H  6.35  -2.26  1.01
H  5.88  -1.20  -0.25
H  3.74  -3.47  -1.53
H  2.80  -3.97  0.01
H  4.36  -4.55  -0.38
C  -3.90  0.93  -3.78
C  -2.77  1.92  -3.80
O  -2.98  3.12  -3.80
C  -1.34  1.46  -4.03
H  -3.88  0.52  -4.81
H  -4.78  1.49  -3.52
H  -3.71  0.05  -3.10
H  -0.94  2.00  -4.91
H  -1.26  0.37  -4.18
H  -0.74  1.67  -3.10
C  0.66  -0.06  0.88
C  0.52  -0.01  -0.59
O  0.60  1.02  -1.29
C  0.12  -1.32  -1.29
H  0.81  0.94  1.21
H  1.53  -0.63  1.15
H  -0.25  -0.53  1.41
H  0.73  -2.13  -0.88
H  0.30  -1.22  -2.34
H  -0.91  -1.58  -1.05
C  2.00  -2.09  -4.46
C  1.88  -0.89  -5.35
C  0.98  -1.08  -6.59
C  -0.41  -1.53  -6.25
N  -1.50  -1.80  -5.99
H  2.48  -2.90  -4.99
H  1.05  -2.32  -4.04
H  2.64  -1.91  -3.64
H  2.92  -0.71  -5.78
H  1.61  0.08  -4.84
H  1.40  -1.72  -7.35
H  0.84  -0.12  -7.15
C  2.16  2.94  -3.80
C  3.45  2.79  -4.64
C  4.70  2.22  -3.95
C  4.39  1.04  -3.23
N  4.03  0.13  -2.65
H  1.94  2.05  -3.23
H  1.31  3.12  -4.46
H  2.23  3.76  -3.03
H  3.79  3.83  -4.93
H  3.36  2.24  -5.57
H  5.23  2.97  -3.32
H  5.42  1.84  -4.72
C  -2.46  5.72  -1.08
C  -1.08  5.42  -1.69
C  -0.78  3.96  -1.30
C  -0.82  3.70  0.15
N  -0.86  3.56  1.28
H  -2.44  5.74  -0.01
H  -3.17  4.92  -1.38
H  -2.85  6.68  -1.45
H  -0.37  6.16  -1.40
H  -1.17  5.57  -2.77
H  0.21  3.71  -1.59
H  -1.45  3.25  -1.77
C  -5.37  -2.83  2.70
C  -4.22  -3.71  3.11
C  -3.36  -3.06  4.21
C  -2.63  -1.94  3.71
N  -2.02  -1.03  3.30
H  -5.77  -3.20  1.73
H  -4.91  -1.84  2.45
H  -6.07  -2.78  3.53
H  -3.64  -3.93  2.20
H  -4.65  -4.67  3.45
H  -2.61  -3.76  4.63
H  -3.95  -2.80  5.07
C  -5.43  2.23  -0.20
C  -4.30  2.70  0.82
C  -3.62  1.57  1.59
C  -3.11  0.58  0.65
N  -2.84  -0.17  -0.19
H  -6.26  2.04  0.44
H  -5.15  1.26  -0.73
H  -5.66  2.94  -0.94
H  -4.69  3.35  1.55
H  -3.48  3.17  0.20
H  -4.29  1.05  2.22
H  -2.83  2.01  2.24

---

Record 2
C41H78GeN3O3PSSi3Ti as an isolated structure. Source: the Open Molecules 2025 dataset; level of theory: the ωB97M-V functional and the def2-TZVPD basis.

The calculation puts the electronic energy at -6533.61763 hartree. The energy above the lowest of the compared OMol25 structures with the same formula, charge and spin is 429.1 kJ/mol. The molar mass is 928.9 g mol⁻¹. As for the spin multiplicity: 2. The charge is -1. The value obtained for the HOMO energy (spin up / spin down) is -2.292 / -2.296 eV. The calculation puts the gap between HOMO and LUMO (spin up / spin down) at 3.89 / 3.86 eV.

CARTESIAN COORDINATES (ANGSTROEM)
Ti  -0.82  -0.35  0.06
N  -0.83  1.02  1.74
N  -2.06  0.71  2.36
C  -3.08  0.17  1.55
O  -4.24  0.30  1.90
O  -2.64  -0.43  0.52
H  -0.06  0.89  2.40
H  -0.84  1.98  1.35
H  -2.39  1.35  3.09
C  -1.17  5.80  1.04
C  -2.03  4.56  1.32
C  -1.86  4.17  2.79
C  -1.75  3.43  0.34
C  -0.52  3.26  -0.30
C  -0.30  2.34  -1.31
C  0.90  2.69  -2.18
C  0.61  3.99  -2.94
C  2.18  2.92  -1.36
C  -1.30  1.30  -1.61
C  -2.64  1.78  -1.24
C  -2.82  2.72  -0.25
C  -3.84  1.50  -2.11
C  -5.12  1.19  -1.31
C  -4.12  2.73  -2.99
C  -1.15  0.48  -2.87
C  -1.02  1.24  -4.04
C  -0.81  0.71  -5.31
C  -0.71  -0.67  -5.45
C  -0.86  -1.46  -4.33
C  -1.10  -0.95  -3.04
P  -1.35  -2.16  -1.70
C  -3.11  -2.90  -2.12
C  -3.48  -3.97  -1.09
C  -3.33  -3.37  -3.56
C  -4.09  -1.75  -1.90
C  -0.19  -3.76  -1.89
C  -0.60  -4.91  -2.82
C  1.24  -3.40  -2.27
C  -0.12  -4.30  -0.46
H  -1.58  6.66  1.56
H  -1.16  6.01  -0.03
H  -0.15  5.65  1.39
H  -3.08  4.85  1.18
H  -0.87  3.78  3.00
H  -2.61  3.43  3.07
H  -2.01  5.05  3.42
H  0.27  3.95  -0.06
H  1.07  1.90  -2.91
H  0.53  4.82  -2.24
H  -0.32  3.94  -3.50
H  1.42  4.20  -3.65
H  2.23  2.23  -0.52
H  2.22  3.93  -0.97
H  3.06  2.78  -1.99
H  -3.83  3.01  0.02
H  -3.60  0.68  -2.78
H  -5.61  2.10  -1.00
H  -4.90  0.61  -0.42
H  -5.82  0.63  -1.93
H  -4.27  3.62  -2.39
H  -5.02  2.55  -3.58
H  -3.30  2.91  -3.68
H  -1.15  2.31  -3.96
H  -0.74  1.37  -6.16
H  -0.53  -1.11  -6.42
H  -0.77  -2.53  -4.45
H  -2.91  -4.89  -1.19
H  -4.53  -4.24  -1.20
H  -3.33  -3.58  -0.08
H  -2.79  -4.27  -3.82
H  -3.06  -2.58  -4.25
H  -4.40  -3.58  -3.69
H  -3.81  -1.18  -1.02
H  -5.10  -2.12  -1.76
H  -4.09  -1.10  -2.77
H  -0.57  -4.61  -3.87
H  -1.58  -5.31  -2.59
H  0.11  -5.72  -2.69
H  1.31  -2.87  -3.22
H  1.83  -4.32  -2.36
H  1.70  -2.80  -1.49
H  -1.10  -4.58  -0.07
H  0.30  -3.54  0.20
H  0.52  -5.19  -0.42
S  -2.20  -3.60  2.66
C  -1.23  -2.53  2.01
N  -0.43  -1.79  1.55
C  1.38  -3.40  3.93
Si  1.52  -1.50  4.04
C  -0.11  -0.72  4.70
C  2.71  -1.24  5.53
Ge  2.13  -0.43  1.89
Si  3.34  1.63  2.70
C  4.60  1.59  4.16
C  4.28  2.70  1.40
C  1.93  2.79  3.33
Si  4.08  -1.77  1.21
C  3.70  -3.66  1.19
C  4.99  -1.47  -0.47
C  5.53  -1.54  2.45
H  0.77  -3.81  4.73
H  2.36  -3.86  3.99
H  0.93  -3.70  2.99
H  -0.39  -1.14  5.67
H  -0.93  -0.90  4.02
H  0.00  0.35  4.83
H  2.42  -1.88  6.36
H  2.67  -0.21  5.89
H  3.74  -1.47  5.27
H  5.58  1.29  3.83
H  4.29  0.91  4.94
H  4.69  2.58  4.61
H  4.59  2.10  0.54
H  5.18  3.14  1.83
H  3.66  3.51  1.03
H  1.33  2.28  4.08
H  1.28  3.08  2.51
H  2.32  3.70  3.78
H  2.68  -3.84  0.86
H  3.79  -4.08  2.19
H  4.37  -4.21  0.54
H  4.55  -2.02  -1.30
H  6.03  -1.78  -0.40
H  4.98  -0.42  -0.74
H  5.19  -1.58  3.47
H  6.02  -0.59  2.29
H  6.28  -2.32  2.32
C  1.78  -0.38  -1.46
O  0.89  -0.18  -0.42
H  2.55  -1.11  -1.17
H  2.32  0.53  -1.72
H  1.26  -0.75  -2.35